[1]
{"formula": "C2H8N4", "method": "the ωB97M-V functional and the def2-TZVPD basis", "orbital_gap_ev": 9.930, "charge": 0, "e_above_lowest_kcal_mol": 10.6, "spin_multiplicity": 1, "lumo_energy_ev": 0.895, "smiles": "[H]/N=C/N.[H]/N=C/N", "e_homo_ev": -9.03, "species": ["H", "N", "C", "N", "H", "H", "H", "H", "N", "C", "N", "H", "H", "H"], "positions_angstrom": [[0.2414, 3.5869, 1.6825], [-0.1009, 2.9073, 1.0061], [-0.0281, 1.7542, 1.5518], [-0.2137, 0.6081, 0.8304], [0.2582, 1.6361, 2.5959], [-0.4419, 0.5747, -0.1474], [-0.6348, -0.1543, 1.3359], [-1.9586, -1.7023, -1.2726], [-1.1323, -1.3491, -0.8019], [-0.0884, -1.6970, -1.4653], [1.1671, -1.3954, -1.0476], [-0.1880, -2.1298, -2.4615], [1.2144, -0.8752, -0.1923], [1.9058, -1.7642, -1.6142]], "atomic_forces_ev_per_a": [[-0.2804, 0.1713, -0.1107], [0.4655, -0.1628, 0.3376], [0.0403, 0.8343, -1.1038], [0.3025, -0.4752, 1.3026], [-0.1224, -0.4016, 0.0857], [-0.3929, 0.6204, 0.0159], [0.0533, -0.1697, -0.1966], [-0.0333, 0.2177, -0.0515], [0.2274, -0.7894, -0.2407], [-0.8048, 0.7265, 0.0591], [-1.0290, -0.6748, -0.9310], [0.4044, -0.3832, 0.0854], [0.6896, 0.1043, 0.2692], [0.4798, 0.3822, 0.4788]], "mulliken_charge": [0.24, -0.67, 0.04, -0.52, 0.32, 0.29, 0.23, 0.19, -0.58, 0.02, -0.34, 0.31, 0.28, 0.20]}


[2]
{"formula": "C2H8N4", "method": "the ωB97M-V functional and the def2-TZVPD basis", "orbital_gap_ev": 9.812, "charge": 0, "e_above_lowest_kcal_mol": 71.4, "spin_multiplicity": 1, "lumo_energy_ev": 0.930, "smiles": "C/C(=N\\N)NN", "e_homo_ev": -8.88, "species": ["C", "C", "N", "N", "N", "N", "H", "H", "H", "H", "H", "H", "H", "H"], "positions_angstrom": [[-0.6610, 1.5003, -0.0541], [0.0570, 0.1122, -0.0386], [-0.4437, -1.0420, -0.0598], [-1.8538, -1.1248, -0.1714], [1.5192, 0.2798, 0.1417], [2.2318, -0.9050, -0.1812], [0.0989, 2.2254, -0.5744], [-1.5721, 1.4257, -0.6585], [-0.7353, 1.9933, 0.9769], [-2.2523, -0.5313, 0.5772], [-2.1665, -2.0019, 0.3568], [1.7649, 0.9173, -0.7488], [1.4201, -1.6467, -0.4039], [2.5926, -1.2023, 0.8382]], "atomic_forces_ev_per_a": [[2.3453, 0.5686, -0.2162], [0.9426, 2.1331, 1.1260], [-0.0723, -0.2101, -0.0573], [-1.2717, -1.1350, 2.5104], [-1.4569, 1.8621, -4.1989], [-0.8126, -3.2702, 3.1703], [-1.5386, -1.2834, 0.6523], [0.0813, 0.3188, 0.5269], [-0.4126, -1.1275, -1.3445], [0.2098, 0.7332, -0.8168], [1.1216, 0.6736, -1.6713], [-0.6354, -1.2188, 2.7818], [2.3448, 1.6546, 0.6120], [-0.8452, 0.3010, -3.0746]], "mulliken_charge": [-1.02, 0.56, -0.29, -0.69, -0.26, -0.67, 0.27, 0.39, 0.25, 0.22, 0.29, 0.32, 0.37, 0.27]}


> What is the formula in the first record?

C2H8N4